C4H8N2O as an isolated structure. Source: OMol25; level of theory: ωB97M-V/def2-TZVPD.

XYZ file:
```
15
Properties=species:S:1:pos:R:3:lowdin_charge:R:1
C -2.07 -0.42 -0.24 -0.031
C -0.77 0.27 -0.02 -0.296
N -0.57 1.58 0.57 0.009
C 0.89 1.23 0.66 -0.118
C 0.52 -0.09 0.04 -0.235
N 1.17 -1.33 -0.10 -0.035
O 2.42 -1.15 -0.75 -0.067
H -2.66 0.02 -1.04 0.075
H -2.66 -0.37 0.68 0.083
H -1.90 -1.47 -0.47 0.073
H 0.62 -1.89 -0.75 0.123
H -0.73 2.33 -0.10 0.103
H 1.20 1.17 1.71 0.115
H 1.56 1.89 0.11 0.112
H 2.98 -1.78 -0.29 0.089
```

## Properties
Orbital gap = 8.69 eV
Total energy = -9302.123 eV
LUMO = 0.979 eV
Highest occupied orbital energy = -0.284 Eh
Total charge = 0



A 2-piece molecular cluster, C17H39BrIN5O7P2 overall. Source: OMol25; level of theory: ωB97M-V/def2-TZVPD.

XYZ file:
```
72
Properties=species:S:1:pos:R:3:lowdin_charge:R:1
H -1.79 2.15 -3.54 0.050
N -1.49 1.93 -4.49 0.093
C -0.60 1.04 -4.49 -0.288
C 0.01 0.41 -3.26 -0.213
C 0.84 -0.85 -3.55 -0.522
O 1.68 -1.33 -2.52 -0.100
C 1.30 -1.47 -1.14 -0.258
C 2.16 -2.58 -0.54 -0.077
C 1.63 -4.01 -0.67 -0.669
N 0.38 -4.09 0.11 0.096
N 2.70 -4.88 -0.19 0.073
N 1.29 -4.30 -2.04 0.086
C 1.54 -0.20 -0.30 -0.278
C 0.67 -0.20 0.95 -0.134
C -0.78 0.21 0.68 -0.169
C -1.56 0.62 1.93 -0.197
C -2.41 -0.50 2.54 -0.171
C -1.62 -1.38 3.50 -0.229
O -2.25 -2.61 3.79 -0.184
C -2.07 -3.58 2.78 -0.116
O 2.94 -0.14 0.02 -0.254
C 3.38 1.09 0.47 -0.891
I 4.21 0.90 2.47 0.813
P 4.57 1.81 -0.83 0.835
O 5.66 2.62 0.06 -0.352
O 3.54 2.97 -1.38 -0.306
P -0.26 -2.02 -4.51 0.604
O 0.74 -3.29 -4.69 -0.365
Br -1.76 -2.64 -2.95 0.279
H -0.22 0.72 -5.46 0.093
H -0.77 0.19 -2.53 0.088
H 0.67 1.17 -2.84 0.118
H 1.56 -0.59 -4.34 0.127
H 0.25 -1.74 -1.03 0.099
H 3.16 -2.50 -0.98 0.137
H 2.26 -2.40 0.53 0.120
H -0.31 -4.68 -0.36 0.065
H 0.57 -4.51 1.01 0.065
H 2.35 -5.83 -0.09 0.073
H 3.06 -4.58 0.71 0.071
H 0.87 -5.23 -2.11 0.080
H 2.13 -4.31 -2.61 0.089
H 1.32 0.68 -0.90 0.126
H 1.10 0.48 1.70 0.098
H 0.70 -1.20 1.40 0.109
H -0.78 1.05 -0.03 0.110
H -1.30 -0.61 0.18 0.107
H -0.86 0.99 2.69 0.113
H -2.19 1.47 1.70 0.087
H -3.27 -0.08 3.08 0.111
H -2.81 -1.13 1.74 0.102
H -0.62 -1.58 3.09 0.108
H -1.49 -0.87 4.46 0.128
H -2.48 -4.52 3.15 0.088
H -2.58 -3.31 1.85 0.082
H -1.00 -3.72 2.55 0.067
H 2.54 1.77 0.62 0.047
H 5.33 3.04 0.87 0.009
H 3.05 3.45 -0.69 0.054
H 0.54 -3.73 -5.53 0.049
C -4.30 5.67 1.95 -0.077
N -3.22 4.72 2.10 0.009
C -1.92 4.86 1.75 -0.548
C -1.50 6.16 1.11 -0.011
O -1.12 3.95 1.95 0.028
H -4.73 5.94 2.91 0.084
H -5.10 5.26 1.32 0.084
H -3.93 6.58 1.47 0.070
H -3.43 3.83 2.54 0.136
H -0.44 6.10 0.89 0.080
H -2.05 6.33 0.18 0.084
H -1.69 7.00 1.77 0.084
```

## Properties
Orbital gap = 8.96 eV
Total energy = -136766.381 eV
LUMO = 0.290 eV
Structure (SMILES) = [H]/N=C\C[C@@H](O[C@@H](CC(N)(N)N)[C@@H](CCCCCOC)O[C@@H](I)P(O)O)P(O)Br.CNC(C)=O
Highest occupied orbital energy = -0.319 Eh
Total charge = 0



C39H46MoOP2 as an isolated structure at a distorted geometry. Source: OMol25; level of theory: ωB97M-V/def2-TZVPD.

XYZ file:
```
89
Properties=species:S:1:pos:R:3:lowdin_charge:R:1
Mo 0.37 -1.18 -1.07 1.103
C -0.21 -1.84 -5.41 -0.057
C -1.31 -1.09 -5.20 -0.141
C -2.68 -1.52 -5.66 -0.171
C -3.07 -2.98 -5.42 -0.178
C -2.63 -3.58 -4.10 -0.115
C -1.41 -4.11 -4.01 -0.107
C -0.59 -4.37 -5.23 -0.170
C -0.38 -3.15 -6.12 -0.185
C -0.43 -1.43 1.19 -0.170
H 0.79 -1.47 -5.32 0.079
H -1.22 -0.05 -4.92 0.060
H -2.78 -1.35 -6.74 0.141
H -3.43 -0.88 -5.18 0.095
H -4.17 -3.05 -5.50 0.126
H -2.74 -3.59 -6.26 0.105
H -3.45 -3.77 -3.41 0.108
H -1.00 -4.59 -3.13 0.052
H -1.06 -5.17 -5.87 0.142
H 0.39 -4.78 -4.90 0.113
H 0.49 -3.37 -6.77 0.131
H -1.21 -3.11 -6.85 0.103
H 0.60 -1.35 1.61 0.034
H -0.91 -2.18 1.82 0.039
H -0.97 -0.47 1.37 0.051
P -0.82 0.33 -2.39 0.985
P -1.51 -2.51 -0.50 0.916
C -2.19 -0.78 -2.68 -0.263
C -2.41 -1.92 -1.92 -0.276
C -1.46 1.96 -2.67 -0.367
C -2.37 2.25 -3.72 -0.073
C -2.85 3.55 -3.84 -0.047
C -2.45 4.54 -2.93 -0.032
C -1.51 4.26 -1.93 -0.036
C -1.04 2.96 -1.78 -0.070
C 0.73 0.21 -3.47 -0.345
C 1.66 -0.80 -3.16 -0.175
C 2.80 -0.94 -3.98 -0.047
C 3.10 0.06 -4.92 -0.032
C 2.23 1.12 -5.14 -0.018
C 1.03 1.20 -4.42 -0.042
C -2.90 -2.95 0.60 -0.338
C -3.86 -1.93 0.82 -0.085
C -4.90 -2.10 1.74 -0.043
C -5.02 -3.32 2.41 -0.040
C -4.09 -4.34 2.21 -0.041
C -3.03 -4.18 1.30 -0.057
C -0.46 -4.01 -0.66 -0.332
C 0.91 -3.85 -0.29 -0.128
C 1.75 -4.97 -0.34 -0.038
C 1.31 -6.16 -0.93 -0.025
C -0.01 -6.31 -1.36 -0.026
C -0.92 -5.25 -1.16 -0.106
H -3.00 -0.43 -3.33 0.075
H -3.38 -2.40 -2.01 0.078
H -2.69 1.47 -4.42 0.101
H -3.56 3.78 -4.66 0.125
H -2.88 5.54 -3.00 0.121
H -1.17 5.04 -1.25 0.121
H -0.33 2.68 -1.01 0.076
H 1.46 -1.58 -2.34 0.022
H 3.46 -1.79 -3.85 0.127
H 4.05 0.01 -5.45 0.128
H 2.48 1.90 -5.86 0.131
H 0.36 2.06 -4.59 0.127
H -3.78 -0.98 0.29 0.111
H -5.60 -1.27 1.94 0.126
H -5.82 -3.46 3.13 0.119
H -4.15 -5.28 2.78 0.124
H -2.31 -4.99 1.12 0.106
H 1.30 -2.87 0.09 0.072
H 2.77 -4.89 0.03 0.128
H 1.98 -6.99 -1.06 0.121
H -0.36 -7.21 -1.89 0.135
H -1.97 -5.35 -1.48 0.130
C 2.19 2.94 1.12 -0.035
C 1.21 1.79 1.40 -0.808
C 1.83 0.99 2.55 -0.047
C -0.02 2.51 1.96 -0.041
O 0.99 1.11 0.26 -0.215
H 2.33 3.52 2.03 0.093
H 1.76 3.60 0.37 0.082
H 3.14 2.57 0.78 0.084
H 2.03 1.68 3.38 0.098
H 1.17 0.21 2.93 0.061
H 2.79 0.57 2.24 0.085
H -0.45 3.18 1.21 0.069
H -0.79 1.85 2.35 0.072
H 0.32 3.14 2.80 0.093
```

## Properties
Orbital gap (spin up / spin down) = 5.65 / 5.26 eV
2S+1 = 3
Total energy = -63645.040 eV
LUMO (spin up / spin down) = -7.752 / -7.473 eV
Highest occupied orbital energy (spin up / spin down) = -0.492 / -0.468 Eh
Total charge = +2
Expectation value of S² = 2.07



A 2-piece molecular cluster, C2H6OS overall at a distorted geometry. Source: OMol25; level of theory: ωB97M-V/def2-TZVPD.

XYZ file:
```
10
Properties=species:S:1:pos:R:3:lowdin_charge:R:1
C -1.68 0.05 2.60 -0.056
C -0.23 0.34 2.27 -0.333
O 0.70 -0.08 2.89 0.041
H -2.09 -0.40 1.70 0.079
H -1.63 -0.51 3.52 0.079
H -2.27 0.95 2.78 0.075
H -0.07 0.60 1.19 0.116
S 2.13 0.00 -5.62 0.443
H 2.28 -0.84 -4.59 -0.221
H 2.86 -0.10 -6.74 -0.222
```

## Properties
Orbital gap = 10.57 eV
Total energy = -15052.476 eV
LUMO = 0.739 eV
Structure (SMILES) = CC=O.S
Highest occupied orbital energy = -0.361 Eh
Total charge = 0



A 2-piece molecular cluster, C4H3FN2S overall at a distorted geometry. Source: OMol25; level of theory: ωB97M-V/def2-TZVPD.

XYZ file:
```
11
Properties=species:S:1:pos:R:3:lowdin_charge:R:1
C 0.32 -0.41 -1.23 -0.519
C 0.08 0.33 -0.10 -0.243
C 0.55 1.29 0.95 -0.171
C -1.27 -0.07 0.68 -0.329
H 3.08 -0.82 -0.19 0.136
H -0.73 -0.95 -1.59 0.147
H 1.56 2.06 0.66 0.178
N -0.38 1.59 1.83 0.016
N -1.45 0.56 1.82 0.087
F -2.25 -0.87 0.31 0.103
S 1.94 -0.89 -1.82 0.596
```

## Properties
Orbital gap = 7.50 eV
Total energy = -20722.928 eV
LUMO = -2.210 eV
Highest occupied orbital energy = -0.357 Eh
Total charge = 0



Computed molecular weight, in the same sequence as the records: 100.1 694.3 688.7 78.1 130.1 g/mol.